78
Properties=species:S:1:pos:R:3 method="wB97M-V/def2-TZVPD" gap_ev=7.8869 molar_mass_g_mol=642.64 smiles="Cc1ccccc1C[C@H](OC=O)P(C)O.O=C1c2ccccc2C(=O)c2ccccc21.O=C1c2ccccc2C(=O)c2ccccc21"
C 2.189 -2.149 3.754
C 2.273 -3.602 4.143
C 1.731 -3.993 5.363
C 1.753 -5.314 5.781
C 2.329 -6.268 4.962
C 2.875 -5.891 3.742
C 2.858 -4.566 3.315
C 3.437 -4.128 1.983
C 4.097 -5.197 1.120
O 5.464 -5.374 1.546
C 6.400 -4.519 1.056
O 6.941 -3.691 1.733
P 3.937 -4.897 -0.721
C 2.167 -5.344 -0.809
O 3.900 -3.257 -0.814
H 2.920 -1.863 3.000
H 1.198 -1.922 3.351
H 2.353 -1.509 4.621
H 1.282 -3.242 6.002
H 1.334 -5.588 6.740
H 2.363 -7.310 5.255
H 3.330 -6.659 3.133
H 4.208 -3.378 2.186
H 2.660 -3.601 1.420
H 3.626 -6.168 1.268
H 6.658 -4.662 -0.004
H 1.831 -5.222 -1.836
H 2.096 -6.399 -0.535
H 1.535 -4.770 -0.126
H 3.127 -2.842 -0.415
C -4.905 -2.842 -1.109
C -4.076 -3.593 -0.282
C -3.233 -2.961 0.616
C -3.210 -1.573 0.686
C -4.032 -0.819 -0.153
C -4.883 -1.459 -1.045
C -4.006 0.672 -0.120
O -4.727 1.325 -0.844
C -3.061 1.329 0.826
C -2.982 2.716 0.846
C -2.115 3.347 1.722
C -1.326 2.595 2.586
C -1.399 1.212 2.571
C -2.261 0.574 1.688
C -2.304 -0.915 1.671
O -1.621 -1.573 2.428
H -5.568 -3.338 -1.805
H -4.092 -4.673 -0.338
H -2.589 -3.533 1.270
H -5.521 -0.863 -1.684
H -3.597 3.291 0.168
H -2.046 4.426 1.723
H -0.649 3.091 3.268
H -0.790 0.617 3.237
C 0.281 2.281 -4.862
C 0.110 2.039 -3.503
C -0.299 3.059 -2.661
C -0.533 4.329 -3.175
C -0.351 4.575 -4.537
C 0.051 3.545 -5.379
C -0.569 5.934 -5.109
O -0.420 6.148 -6.293
C -0.973 7.024 -4.175
C -1.141 8.310 -4.673
C -1.527 9.334 -3.826
C -1.752 9.079 -2.477
C -1.583 7.800 -1.975
C -1.188 6.770 -2.819
C -0.990 5.406 -2.253
O -1.190 5.173 -1.079
H 0.595 1.481 -5.519
H 0.297 1.052 -3.102
H -0.442 2.883 -1.604
H 0.182 3.747 -6.433
H -0.967 8.494 -5.724
H -1.654 10.336 -4.215
H -2.058 9.881 -1.819
H -1.752 7.589 -0.928

***

48
Properties=species:S:1:pos:R:3 method="wB97M-V/def2-TZVPD" gap_ev="8.6024 / 8.8514" molar_mass_g_mol=314.18 multiplicity=2 s2=0.75 total_charge=-1
C 0.555 -0.327 3.636
C 0.354 -0.808 2.202
C -1.157 -1.036 1.988
C 0.935 0.239 1.235
C 1.044 -0.233 -0.213
C 1.638 0.832 -1.142
C 0.873 2.154 -1.311
C -0.404 2.108 -2.164
C -1.643 1.431 -1.549
N -2.000 0.156 -2.205
C 1.929 -1.481 -0.222
C 1.375 -2.632 0.631
C 0.110 -3.214 -0.014
C 2.397 -3.755 0.754
N 1.128 -2.082 2.013
O 2.086 -2.262 2.838
H 0.303 -1.117 4.345
H -0.114 0.523 3.805
H 1.581 -0.010 3.819
H -1.645 -1.208 2.951
H -1.387 -1.895 1.365
H -1.615 -0.150 1.541
H 0.328 1.144 1.326
H 1.948 0.493 1.580
H 0.053 -0.502 -0.593
H 1.757 0.386 -2.140
H 2.655 1.044 -0.782
H 0.643 2.598 -0.335
H 1.563 2.858 -1.792
H -0.687 3.136 -2.403
H -0.172 1.630 -3.128
H -2.478 2.127 -1.638
H -1.481 1.272 -0.476
H -1.233 -0.193 -2.764
H -2.245 -0.563 -1.538
H 2.914 -1.206 0.179
H 2.074 -1.853 -1.245
H -0.638 -2.470 -0.277
H -0.348 -3.962 0.640
H 0.403 -3.711 -0.943
H 3.360 -3.380 1.097
H 2.052 -4.514 1.459
H 2.526 -4.219 -0.228
B -3.875 4.936 -2.063
F -4.069 5.000 -3.454
F -4.828 4.074 -1.484
F -2.578 4.423 -1.798
F -3.988 6.221 -1.502

***

27
Properties=species:S:1:pos:R:3 method="wB97M-V/def2-TZVPD" gap_ev=9.3218 molar_mass_g_mol=154.24 smiles="CNc1c(N(C)C)c1=[N+](C)C" relative_energy_ev=3.673 total_charge=+1
C 0.249 -1.148 0.053
C 0.412 0.274 -0.035
C -0.837 -0.269 0.056
C 2.178 -2.558 0.156
C 0.748 2.677 -0.152
C 2.603 1.026 0.035
C -2.752 1.294 0.192
C -2.856 -1.223 -0.304
N 0.770 -2.339 0.161
N 1.226 1.335 -0.145
N -2.123 -0.074 0.288
H 2.509 -2.603 1.149
H 2.387 -3.583 -0.376
H 2.722 -1.786 -0.539
H 1.653 3.320 0.045
H 0.196 2.848 -1.132
H -0.122 2.716 0.514
H 2.845 0.378 -0.702
H 3.263 1.939 -0.160
H 2.751 0.602 0.950
H -3.740 1.072 0.315
H -2.481 1.915 -0.687
H -2.415 1.960 0.883
H -3.905 -1.338 0.217
H -2.336 -2.053 0.215
H -2.988 -1.340 -1.320
H 0.046 -3.044 0.323

***

30
Properties=species:S:1:pos:R:3 method="wB97M-V/def2-TZVPD" gap_ev=10.1512 molar_mass_g_mol=280.67 total_charge=+1
C -2.486 -0.156 -1.389
C -2.004 -0.904 -0.191
C -2.972 -1.827 0.478
N -0.771 -0.731 0.124
N -0.314 -1.480 1.231
C 0.258 -0.822 2.217
N 0.844 -1.369 3.304
C 1.291 -0.345 3.991
Cl 2.121 -0.420 5.446
N 1.021 0.829 3.403
N 0.340 0.521 2.255
H -1.795 0.635 -1.669
H -2.565 -0.851 -2.229
H -3.485 0.245 -1.211
H -3.911 -1.300 0.654
H -2.615 -2.239 1.418
H -3.199 -2.653 -0.203
H -0.310 -2.490 1.237
H 1.234 1.770 3.694
H 0.021 1.204 1.584
C 2.031 0.852 -1.506
C 1.572 0.494 -2.910
O 1.508 1.751 -3.538
C 2.345 2.615 -2.889
O 2.651 3.685 -3.276
O 2.770 2.047 -1.727
F 0.339 -0.073 -2.923
H 1.165 1.066 -0.875
H 2.661 0.100 -1.040
H 2.255 -0.154 -3.462

***

51
Properties=species:S:1:pos:R:3 method="wB97M-V/def2-TZVPD" gap_ev=10.8796 molar_mass_g_mol=292.30 relative_energy_ev=1.913 total_charge=+1
C 1.454 -0.386 0.270
C 0.183 -0.242 -0.594
C 0.380 0.082 -2.041
O -0.788 0.831 -2.294
N 0.945 -0.718 1.654
H 1.969 0.631 0.356
H 2.195 -1.135 -0.129
H -0.441 -1.119 -0.502
H -0.402 0.651 -0.223
H 1.364 0.556 -2.334
H 0.435 -0.689 -2.888
H -0.636 1.793 -2.139
H 0.030 -0.177 1.758
H 1.665 -0.261 2.314
H 0.805 -1.740 1.650
H -1.038 -3.215 3.444
H -1.674 -2.826 2.131
O -0.792 -2.769 2.588
H -0.696 -2.534 -3.699
H 0.412 -3.325 -3.077
O -0.537 -3.199 -3.116
H 4.405 -2.004 -1.309
H 3.741 -1.487 -2.610
O 3.614 -1.849 -1.772
H -2.168 0.747 -1.157
H -3.831 0.588 -0.919
O -3.024 0.844 -0.546
H -2.998 3.211 1.729
H -2.999 2.315 0.382
O -2.434 2.685 1.212
H -0.851 3.517 -0.068
H 0.643 3.179 -0.860
O 0.128 3.303 -0.012
H 3.149 3.504 -1.081
H 2.418 2.228 -0.511
O 2.589 2.763 -1.247
H 4.457 -0.810 1.623
H 4.490 0.716 2.044
O 3.899 -0.029 1.762
H 1.757 2.652 2.783
H 1.032 2.588 1.460
O 1.771 2.213 1.933
H -1.466 -2.456 -1.457
H -2.899 -2.469 -1.752
O -2.309 -1.880 -1.384
H -2.117 0.888 2.573
H -2.045 0.674 0.954
O -1.899 0.320 1.800
H -3.181 -1.412 1.720
H -2.455 -2.035 0.528
O -2.942 -2.289 1.312

***

30
Properties=species:S:1:pos:R:3 method="wB97M-V/def2-TZVPD" gap_ev=7.3038 molar_mass_g_mol=321.21
O -0.527 5.251 -1.525
N 0.122 4.253 -1.456
C -0.103 2.943 -1.043
C 1.150 2.285 -0.939
N 2.164 3.085 -1.383
O 1.538 4.293 -1.638
C 1.154 0.892 -0.619
N 2.232 -0.061 -0.714
O 3.401 0.242 -0.404
O 1.940 -1.206 -1.236
C -0.093 0.179 -0.780
C -1.317 0.880 -0.763
N -2.581 0.377 -1.126
O -3.073 -0.731 -1.322
O -3.355 1.553 -1.255
N -2.606 2.697 -1.197
C -1.342 2.268 -0.939
H -0.106 -0.738 -1.569
C 0.282 -2.664 3.339
N 0.146 -2.311 1.922
C 0.010 -1.070 1.394
N -0.104 -1.170 0.106
C -0.051 -2.513 -0.251
C 0.119 -3.248 0.869
H 0.279 -3.799 3.300
H 1.266 -2.254 3.719
H -0.594 -2.240 3.917
H -0.043 -0.055 1.865
H -0.112 -2.805 -1.288
H 0.204 -4.334 1.016

***

20
Properties=species:S:1:pos:R:3 method="wB97M-V/def2-TZVPD" gap_ev=8.3084 molar_mass_g_mol=194.15 relative_energy_ev=1.687
C -3.728 0.370 1.026
C -3.448 -0.883 0.553
C -1.853 0.547 0.113
C 3.035 0.603 -0.772
C 3.589 0.491 0.495
C -0.782 1.179 -0.469
C 1.949 -0.108 -1.172
N -2.728 1.201 0.838
N 0.092 1.758 -0.930
N -2.282 -0.754 -0.066
N 1.644 -1.174 -0.275
O 0.598 -1.782 -0.369
O 2.314 -1.215 0.730
O 4.728 0.310 0.831
H -4.477 0.765 1.618
H -4.185 -1.700 0.426
H 3.273 1.452 -1.418
H 2.788 0.638 1.245
H 1.270 -0.122 -2.003
H -1.796 -1.576 -0.401

***

2
Properties=species:S:1:pos:R:3 method="wB97M-V/def2-TZVPD" gap_ev="8.7519 / 6.4145" molar_mass_g_mol=192.29 multiplicity=2 s2=0.76 relative_energy_ev=0.342
Zn -1.554 3.607 -16.823
I -3.458 1.630 -17.864

***

140
Properties=species:S:1:pos:R:3 method="wB97M-V/def2-TZVPD" gap_ev="6.5068 / 5.7319" molar_mass_g_mol=864.02 multiplicity=4 s2=3.76 total_charge=-1
C 6.618 -5.034 0.098
C 7.012 -3.473 0.551
C 7.760 -3.662 2.037
C 8.160 -2.813 -0.426
C 5.710 -2.524 0.832
C 5.023 -1.841 -0.483
C 5.069 -2.730 -1.856
C 5.583 -0.307 -0.821
C 3.413 -1.619 -0.086
C 3.152 -0.987 1.436
C 1.632 -0.755 2.002
C 0.322 -1.161 1.045
O -1.001 -0.938 1.652
C -1.910 -2.077 1.449
C -1.456 -3.454 2.248
O -2.469 -4.490 1.910
C -1.818 -5.667 1.273
C -1.148 -5.320 -0.195
In 0.974 -6.150 -0.191
C 0.608 -1.763 -0.462
C 2.152 -2.013 -1.054
H 6.273 -5.108 -1.018
H 5.735 -5.380 0.824
H 7.538 -5.738 0.275
H 8.689 -4.401 1.915
H 6.940 -4.142 2.749
H 8.065 -2.585 2.381
H 9.018 -2.353 0.248
H 7.765 -2.008 -1.177
H 8.574 -3.711 -1.093
H 6.034 -1.629 1.552
H 4.925 -3.149 1.457
H 6.129 -2.864 -2.335
H 4.554 -3.797 -1.766
H 4.424 -2.134 -2.665
H 6.725 -0.171 -0.605
H 4.897 0.530 -0.361
H 5.463 -0.203 -2.004
H 4.053 -0.700 2.152
H 1.427 -0.343 3.083
H -2.981 -1.799 1.886
H -2.071 -2.286 0.307
H -1.511 -3.208 3.399
H -0.360 -3.797 2.017
H -1.069 -6.219 2.015
H -2.696 -6.444 1.053
H -1.786 -5.832 -1.057
H -1.133 -4.171 -0.452
H 2.154 -5.047 0.604
H 1.439 -6.464 -1.910
H 0.928 -7.743 0.652
H -0.357 -2.050 -1.102
H 2.306 -2.458 -2.125
C 0.247 -2.932 -7.868
C 0.226 -3.487 -6.412
C -1.140 -4.165 -6.111
C -2.280 -3.179 -5.898
C -1.918 -2.139 -4.845
C -0.579 -1.419 -5.148
N 0.541 -2.375 -5.451
O 0.938 -2.963 -4.235
C -0.790 -0.443 -6.338
C -0.242 -0.468 -3.954
C 1.312 -4.614 -6.424
H -0.749 -2.905 -8.319
H 0.676 -1.926 -7.923
H 0.877 -3.534 -8.534
H -1.058 -4.786 -5.208
H -1.412 -4.848 -6.925
H -2.544 -2.688 -6.846
H -3.179 -3.719 -5.582
H -2.732 -1.407 -4.765
H -1.866 -2.639 -3.868
H 0.154 0.026 -6.636
H -1.478 0.367 -6.065
H -1.231 -0.917 -7.217
H -0.180 -0.995 -2.996
H -1.017 0.299 -3.831
H 0.709 0.052 -4.123
H 2.309 -4.201 -6.617
H 1.101 -5.349 -7.214
H 1.350 -5.179 -5.486
C -6.424 3.342 4.564
C -6.233 2.442 3.307
C -6.799 1.018 3.570
C -5.923 0.169 4.481
C -4.485 0.125 3.977
C -3.886 1.537 3.748
N -4.780 2.422 2.925
O -4.696 1.986 1.589
C -3.601 2.192 5.127
C -2.464 1.379 3.120
C -7.144 3.111 2.225
H -6.692 2.765 5.455
H -5.531 3.931 4.794
H -7.216 4.089 4.426
H -6.916 0.480 2.619
H -7.802 1.083 4.008
H -5.955 0.553 5.511
H -6.322 -0.849 4.530
H -3.869 -0.437 4.689
H -4.464 -0.450 3.041
H -3.252 3.224 5.009
H -2.815 1.648 5.666
H -4.465 2.195 5.795
H -2.475 0.816 2.180
H -1.793 0.834 3.795
H -2.009 2.359 2.928
H -6.791 4.119 1.979
H -8.177 3.203 2.588
H -7.199 2.531 1.297
C -0.900 8.017 2.590
C 0.453 7.590 1.946
C 0.433 7.864 0.415
C -0.413 6.873 -0.373
C -0.014 5.436 -0.057
C -0.029 5.129 1.462
N 0.726 6.149 2.269
O 2.100 5.919 2.065
C -1.503 5.045 1.944
C 0.509 3.679 1.684
C 1.495 8.571 2.579
H -1.680 8.199 1.844
H -1.274 7.274 3.302
H -0.809 8.937 3.180
H 1.455 7.827 0.015
H 0.065 8.877 0.215
H -1.481 7.028 -0.163
H -0.291 7.056 -1.445
H -0.685 4.749 -0.589
H 0.988 5.257 -0.470
H -1.556 4.910 3.031
H -2.017 4.189 1.490
H -2.099 5.920 1.677
H 1.516 3.533 1.278
H -0.131 2.941 1.185
H 0.529 3.426 2.751
H 1.572 8.421 3.662
H 1.200 9.616 2.410
H 2.496 8.465 2.146

***

47
Properties=species:S:1:pos:R:3 method="wB97M-V/def2-TZVPD" gap_ev=8.9003 molar_mass_g_mol=306.47 smiles="CC[C@H]1CCc2sc(C(=O)N3CCCN(C)CC3)cc2C1" relative_energy_ev=0.296
C -6.220 0.020 -1.596
H -6.420 0.485 -2.559
C -5.073 0.739 -0.896
H -5.305 1.807 -0.856
C -4.834 0.255 0.539
C -3.698 1.057 1.187
C -2.367 0.615 0.664
C -2.188 -0.600 0.073
S -0.542 -0.842 -0.408
C -0.085 0.724 0.205
C -1.174 1.367 0.722
H -1.106 2.359 1.133
C 1.227 1.379 0.038
O 1.253 2.588 -0.149
N 2.363 0.641 0.103
C 2.370 -0.762 0.470
H 2.084 -1.377 -0.395
C 3.707 -1.279 0.999
H 4.117 -0.591 1.739
H 3.504 -2.223 1.509
C 4.738 -1.556 -0.109
N 5.398 -0.405 -0.679
C 6.464 0.133 0.135
H 6.939 0.950 -0.406
H 6.148 0.510 1.119
H 7.206 -0.650 0.297
C 4.489 0.585 -1.209
C 3.609 1.323 -0.185
H 4.172 1.496 0.738
H 3.323 2.300 -0.583
H 5.094 1.326 -1.738
H 3.845 0.091 -1.943
H 5.515 -2.216 0.285
H 4.234 -2.085 -0.926
H 1.613 -0.909 1.248
C -3.255 -1.606 -0.175
C -4.502 -1.239 0.634
H -4.325 -1.481 1.685
H -5.347 -1.838 0.296
H -3.491 -1.634 -1.244
H -2.908 -2.605 0.101
H -3.718 0.912 2.272
H -3.829 2.125 0.999
H -5.753 0.433 1.110
H -4.158 0.631 -1.479
H -5.986 -1.026 -1.771
H -7.127 0.074 -0.997